DFT (the ωB97M-V functional and the def2-TZVPD basis) results for a cluster of 19 separate species, C87H204N10O9 in total at a distorted geometry.

Each line ends with the Mulliken charge.
Positions of all 310 atoms, in Å:
C1 2.9886 2.8101 5.5853  -0.68
C2 1.7810 2.6323 6.5121  -1.02
N1 1.5499 1.1947 6.7189  0.88
C3 0.1855 0.9782 7.2138  -1.12
C4 -0.8518 1.0193 6.0564  -0.77
C5 2.4705 0.6620 7.7401  -0.83
C6 2.7405 -0.8879 7.7453  -0.73
H1 3.8501 2.7931 6.2529  0.54
H2 2.9547 3.7826 5.0940  0.39
H3 3.0554 2.1611 4.7121  -0.14
H4 1.9587 3.1607 7.4487  0.35
H5 0.8596 3.0260 6.0828  0.29
H6 0.0896 -0.0344 7.6056  0.42
H7 -0.1382 1.6114 8.0398  0.33
H8 -1.2268 2.0315 5.9048  0.86
H9 -0.4844 0.7268 5.0727  -0.31
H10 -1.8216 0.5680 6.2662  0.43
H11 2.1359 0.9194 8.7450  0.40
H12 3.4287 1.1656 7.6125  0.39
H13 3.2541 -1.3286 6.8908  0.13
H14 1.8067 -1.4493 7.7759  -0.02
H15 3.2079 -1.1944 8.6810  0.44
C7 9.2164 4.2626 1.9722  -1.10
C8 8.0285 4.4008 2.9898  -0.65
N2 7.3216 3.1019 3.1104  0.99
C9 8.1698 2.2032 3.8912  -0.99
C10 7.7461 0.7196 3.7208  -0.70
C11 5.9729 3.0971 3.6518  -0.94
C12 4.9673 3.6827 2.6808  0.06
H16 8.8212 3.8386 1.0491  0.10
H17 10.1167 3.7890 2.3637  0.37
H18 9.5469 5.2441 1.6324  0.43
H19 8.4586 4.7611 3.9243  0.35
H20 7.3636 5.2064 2.6785  0.41
H21 9.2018 2.3191 3.5601  0.42
H22 8.2250 2.4880 4.9419  0.39
H23 7.7570 0.3893 2.6821  -0.02
H24 8.4102 0.1025 4.3259  0.47
H25 6.7714 0.5369 4.1731  0.18
H26 5.9113 3.6294 4.6010  0.29
H27 5.6652 2.0787 3.8888  -0.01
H28 3.9997 3.8597 3.1505  -0.31
H29 4.9091 3.0315 1.8086  -0.19
H30 5.3055 4.6429 2.2913  0.56
C13 4.7784 -0.8706 -0.7282  -0.68
C14 5.4711 0.4363 -0.2260  1.02
N3 6.2390 1.1087 -1.2851  1.06
C15 7.6010 0.4922 -1.4221  -0.52
C16 8.2348 0.7838 -2.7639  -1.11
C17 6.3878 2.5803 -1.0387  -0.67
C18 5.1140 3.3461 -1.4935  0.09
H31 5.4380 -1.5149 -1.3096  0.45
H32 3.9213 -0.5160 -1.3007  -0.34
H33 4.4131 -1.4969 0.0857  -0.27
H34 4.6347 1.0575 0.0940  -0.55
H35 6.1009 0.2153 0.6358  -0.28
H36 8.3181 0.8190 -0.6691  0.20
H37 7.5363 -0.5953 -1.3852  0.46
H38 7.5590 0.5043 -3.5721  -0.02
H39 8.4251 1.8523 -2.8648  0.32
H40 9.2138 0.3412 -2.9477  0.48
H41 7.1337 3.0512 -1.6788  0.61
H42 6.6456 2.7683 0.0036  -0.09
H43 4.2725 3.0316 -0.8761  -0.48
H44 4.8514 3.1785 -2.5380  -0.32
H45 5.2423 4.4258 -1.4162  0.55
C19 -5.5016 1.2272 -6.2283  -1.42
C20 -5.1569 2.0383 -4.9389  -0.27
N4 -5.3941 1.3015 -3.6751  0.74
C21 -4.6128 0.0857 -3.6712  0.28
C22 -3.0456 0.2940 -3.7882  -0.07
C23 -6.8458 0.8978 -3.5207  -0.90
C24 -7.2499 0.7995 -2.0765  -0.38
H46 -5.6626 1.9734 -7.0063  0.52
H47 -6.4755 0.7645 -6.0683  0.26
H48 -4.7660 0.4703 -6.5005  0.21
H49 -4.1453 2.4430 -4.9684  -0.15
H50 -5.7463 2.9550 -4.9578  0.66
H51 -4.9101 -0.6068 -4.4588  0.23
H52 -4.7046 -0.4799 -2.7439  -0.75
H53 -2.6534 1.0516 -3.1097  -0.87
H54 -2.7859 0.5623 -4.8122  0.75
H55 -2.5651 -0.6815 -3.7126  0.09
H56 -7.4384 1.7242 -3.9131  0.69
H57 -7.0553 0.0021 -4.1055  0.33
H58 -8.3063 0.5911 -1.9072  0.51
H59 -6.5862 0.0560 -1.6349  -0.48
H60 -6.9748 1.7061 -1.5375  0.02
C25 -6.8814 -2.3345 3.9869  -1.36
C26 -6.6313 -3.0555 2.6340  -0.05
N5 -7.2468 -2.4442 1.4662  0.75
C27 -6.7102 -1.1299 1.1421  -1.52
C28 -5.2616 -1.0646 0.7094  2.23
C29 -8.7649 -2.4037 1.4621  -0.54
C30 -9.3447 -3.8376 1.6954  -1.46
H61 -7.9337 -2.4360 4.2523  0.36
H62 -6.8082 -1.2489 3.9227  0.16
H63 -6.2142 -2.7226 4.7565  0.46
H64 -5.5561 -3.1339 2.4733  -0.32
H65 -6.8897 -4.1066 2.7620  0.60
H66 -7.2473 -0.6986 0.2973  0.31
H67 -6.9307 -0.4802 1.9891  0.19
H68 -4.8948 -0.0456 0.5863  -0.29
H69 -4.6399 -1.5123 1.4848  -0.36
H70 -5.1835 -1.6493 -0.2072  -0.94
H71 -9.0888 -2.0060 0.5004  0.41
H72 -9.2284 -1.7149 2.1683  0.43
H73 -9.2997 -4.0265 2.7679  0.34
H74 -8.9534 -4.6628 1.1004  0.23
H75 -10.3672 -3.7877 1.3209  0.48
C31 2.8079 -6.9473 -3.2198  -1.15
C32 2.8957 -7.5083 -1.7988  -0.24
N6 3.8663 -6.7418 -1.0196  0.18
C33 3.5042 -5.3196 -0.7096  -0.96
C34 2.1899 -5.1571 0.0221  -0.22
C35 4.2563 -7.4619 0.2241  -0.31
C36 5.0179 -8.7463 -0.1165  -1.41
H76 2.4442 -7.6632 -3.9569  0.51
H77 3.7873 -6.6422 -3.5881  0.40
H78 2.0735 -6.1441 -3.2792  -0.16
H79 1.9147 -7.5436 -1.3251  0.23
H80 3.2349 -8.5351 -1.9362  0.41
H81 4.3011 -4.9225 -0.0808  0.34
H82 3.4157 -4.7858 -1.6558  0.20
H83 1.3367 -5.4689 -0.5804  -0.06
H84 2.0901 -5.8108 0.8886  0.71
H85 1.9526 -4.1292 0.2964  -0.19
H86 3.4791 -7.7267 0.9410  0.27
H87 4.9867 -6.8907 0.7972  0.30
H88 5.6955 -8.5983 -0.9574  0.34
H89 4.3735 -9.5786 -0.3997  0.32
H90 5.5622 -9.0096 0.7904  0.45
C37 2.1425 5.2248 0.6658  1.73
C38 1.6667 6.4825 1.4225  -1.82
N7 0.2053 6.6854 1.5214  0.14
C39 -0.4534 7.0648 0.2482  0.28
C40 -0.0154 8.4916 -0.2764  -1.63
C41 -0.6101 5.5580 2.0558  -0.07
C42 -0.0409 5.0871 3.4065  -0.61
H91 1.8319 4.4037 1.3119  -0.77
H92 3.2250 5.1993 0.5407  0.37
H93 1.7232 5.1158 -0.3344  -0.46
H94 2.1622 6.4282 2.3918  0.35
H95 2.0416 7.3605 0.8965  0.45
H96 -0.3228 6.2681 -0.4842  -0.12
H97 -1.5267 7.1066 0.4341  0.45
H98 -0.6462 8.8224 -1.1015  0.39
H99 -0.1575 9.2130 0.5283  0.41
H100 1.0391 8.5465 -0.5467  0.28
H101 -0.5049 4.6872 1.4087  -0.14
H102 -1.6768 5.7807 2.0809  0.66
H103 -0.0507 5.9469 4.0764  0.48
H104 0.9727 4.7001 3.3015  -0.33
H105 -0.6933 4.2924 3.7682  0.09
C43 -6.2930 -6.4987 -4.3907  -1.55
C44 -6.3341 -5.5091 -3.2178  0.62
N8 -6.4201 -4.0896 -3.6867  0.29
C45 -5.2899 -3.6255 -4.5008  -1.57
C46 -3.9403 -3.5696 -3.7574  0.14
C47 -6.6131 -3.1732 -2.5409  1.26
C48 -8.1347 -3.1299 -2.1807  -1.03
H106 -7.1185 -6.2466 -5.0564  0.35
H107 -6.3224 -7.5173 -4.0039  0.47
H108 -5.3591 -6.4728 -4.9522  0.31
H109 -7.2321 -5.7632 -2.6547  0.45
H110 -5.5280 -5.7177 -2.5144  -0.48
H111 -5.5629 -2.6902 -4.9895  0.27
H112 -5.1748 -4.2887 -5.3581  0.57
H113 -3.2151 -3.0913 -4.4158  0.23
H114 -3.5991 -4.5453 -3.4116  0.64
H115 -3.8972 -3.0200 -2.8171  -0.32
H116 -5.9583 -3.4248 -1.7066  -0.26
H117 -6.3658 -2.1416 -2.7915  -0.87
H118 -8.2513 -2.3703 -1.4076  -0.03
H119 -8.7913 -2.7666 -2.9712  0.35
H120 -8.4733 -4.0848 -1.7788  0.31
C49 0.3707 -4.4955 3.0991  -0.96
C50 0.2165 -3.3309 4.1200  0.55
N9 -0.7322 -3.6049 5.1717  0.19
C51 -0.4493 -2.6523 6.2771  -0.18
C52 -1.4395 -2.8648 7.5141  -1.71
C53 -2.1276 -3.5968 4.7191  -1.72
C54 -2.6122 -2.2388 4.1956  1.36
H121 0.7294 -5.3802 3.6252  0.39
H122 1.0846 -4.2343 2.3180  -0.14
H123 -0.6035 -4.7701 2.6944  0.16
H124 1.1871 -3.0850 4.5507  0.66
H125 -0.1192 -2.4359 3.5961  -0.58
H126 0.5219 -2.7863 6.7533  0.61
H127 -0.4876 -1.6310 5.8979  0.06
H128 -2.4646 -2.5940 7.2611  0.27
H129 -1.5816 -3.9084 7.7946  0.43
H130 -1.1076 -2.2689 8.3643  0.41
H131 -2.8539 -3.9152 5.4670  0.51
H132 -2.2045 -4.3075 3.8963  0.38
H133 -3.6305 -2.3166 3.8146  -0.31
H134 -2.0423 -1.7623 3.3980  -0.57
H135 -2.7247 -1.5284 5.0146  0.16
C55 1.0407 2.4397 -1.6958  0.60
C56 1.4967 1.3876 -0.6595  1.03
N10 0.3113 0.8454 0.0133  1.15
C57 -0.3819 -0.2072 -0.8332  0.28
C58 -1.8120 -0.2892 -0.3219  0.91
C59 0.6046 0.2399 1.3462  0.60
C60 0.7197 1.4295 2.3575  -0.37
H136 0.3825 1.9938 -2.4414  -1.02
H137 1.8605 3.0042 -2.1401  0.28
H138 0.5622 3.2762 -1.1864  -0.50
H139 2.0048 0.5463 -1.1309  -0.59
H140 2.1457 1.9337 0.0252  -0.06
H141 -0.3506 0.0267 -1.8974  -0.89
H142 0.1185 -1.1667 -0.7029  -0.05
H143 -1.9398 -0.7512 0.6570  -0.39
H144 -2.3086 0.6737 -0.4417  -0.23
H145 -2.3379 -0.9839 -0.9769  -0.13
H146 1.5052 -0.3736 1.3742  -0.11
H147 -0.2354 -0.3862 1.6471  -0.31
H148 1.5796 2.0648 2.1451  -0.06
H149 0.7505 1.0780 3.3888  0.28
H150 -0.1537 2.0717 2.2450  -0.55
C61 1.7840 6.7802 -3.2130  -0.35
C62 3.1312 6.2307 -3.4214  0.75
O1 4.1094 6.6951 -2.8783  -0.62
C63 3.2474 5.0812 -4.4292  -0.91
H151 1.9337 7.6062 -2.5177  0.11
H152 1.1797 6.0456 -2.6807  -0.23
H153 1.3653 7.0987 -4.1676  0.50
H154 2.5876 4.2402 -4.2158  -0.04
H155 4.2857 4.7494 -4.4368  0.29
H156 3.1483 5.4544 -5.4485  0.51
C64 4.1042 -0.3591 3.2253  1.14
C65 4.3789 -1.8116 2.8551  0.22
O2 3.5424 -2.4885 2.2659  -0.31
C66 5.7485 -2.3184 3.2325  -1.40
H157 4.9251 0.2781 2.8961  -0.82
H158 4.0071 -0.2505 4.3055  0.59
H159 3.2072 -0.0135 2.7115  -0.64
H160 5.7363 -2.4470 4.3148  0.38
H161 6.4619 -1.5673 2.8935  0.21
H162 5.9780 -3.2436 2.7039  0.35
C67 -5.2720 4.6762 -1.6135  -1.05
C68 -4.1899 4.1282 -0.7350  -0.11
O3 -3.3210 4.8068 -0.2144  -0.42
C69 -4.3992 2.7254 -0.2584  1.31
H163 -5.2048 5.7641 -1.6203  0.39
H164 -6.2727 4.3718 -1.3069  0.42
H165 -5.1880 4.2801 -2.6255  -0.03
H166 -3.7405 2.5008 0.5806  -0.34
H167 -4.2231 2.0196 -1.0701  -0.64
H168 -5.4272 2.6212 0.0886  0.40
C70 -2.5763 1.3403 3.1945  2.54
C71 -3.9006 1.4110 3.9032  0.32
O4 -4.2291 0.5704 4.7753  -0.58
C72 -4.8076 2.5573 3.5426  -1.22
H169 -1.8416 2.1247 3.3763  -0.48
H170 -2.7906 1.2280 2.1317  -0.14
H171 -2.1390 0.3916 3.5058  -1.00
H172 -4.2529 3.4857 3.4062  0.31
H173 -5.4680 2.6700 4.4024  0.45
H174 -5.3583 2.2909 2.6405  0.05
C73 -3.8193 -5.2806 0.0337  -1.30
C74 -2.6793 -4.3038 -0.0244  0.59
O5 -2.7000 -3.2670 0.6691  -0.20
C75 -1.4972 -4.7452 -0.8438  -0.50
H175 -4.0235 -5.8011 -0.9020  0.26
H176 -4.6924 -4.7967 0.4714  0.04
H177 -3.5096 -6.0895 0.6953  0.48
H178 -1.7634 -4.8638 -1.8941  0.26
H179 -1.0201 -5.6500 -0.4672  0.61
H180 -0.7623 -3.9402 -0.8373  -0.40
C76 4.3563 0.4106 -4.0109  0.86
C77 4.3419 -0.2053 -5.3944  0.33
O6 3.3209 -0.7245 -5.8314  -0.54
C78 5.5768 -0.2010 -6.2176  -1.36
H181 4.6959 1.4436 -4.0867  0.30
H182 5.0960 -0.1852 -3.4762  -0.16
H183 3.3711 0.4140 -3.5445  -0.57
H184 6.4420 -0.2241 -5.5550  0.31
H185 5.6370 0.6686 -6.8720  0.27
H186 5.5177 -1.0927 -6.8417  0.41
C79 0.8131 0.6712 -7.6296  -1.48
C80 0.6439 1.2514 -6.2608  0.58
O7 0.7644 2.4656 -6.0726  -0.53
C81 0.2933 0.2668 -5.1746  0.98
H187 1.6717 0.0009 -7.6705  0.29
H188 0.8844 1.4948 -8.3400  0.35
H189 -0.1331 0.1719 -7.8381  0.39
H190 -0.7596 -0.0132 -5.2087  0.24
H191 0.5873 0.7091 -4.2227  -0.92
H192 0.8885 -0.6442 -5.2381  0.01
C82 -1.5906 4.9517 -5.7312  -1.06
C83 -1.7393 4.9233 -4.2346  0.21
O8 -1.7134 6.0063 -3.6637  -0.59
C84 -1.7527 3.6387 -3.4295  2.21
H193 -0.6063 4.6019 -6.0424  0.09
H194 -1.7705 5.9422 -6.1492  0.39
H195 -2.3009 4.2475 -6.1644  0.30
H196 -1.3192 3.8326 -2.4484  -0.34
H197 -1.1456 2.8855 -3.9318  -0.52
H198 -2.7388 3.1957 -3.2896  -0.75
C85 0.8665 -4.2458 -5.2188  -1.53
C86 0.4274 -3.3501 -4.0363  0.59
O9 -0.7442 -3.2263 -3.7113  -0.22
C87 1.5462 -2.5222 -3.3504  1.10
H199 1.0730 -3.6143 -6.0829  0.36
H200 0.0271 -4.8548 -5.5543  0.29
H201 1.6966 -4.8761 -4.8999  0.40
H202 2.2688 -2.1441 -4.0736  0.11
H203 1.9987 -3.2541 -2.6813  -0.48
H204 1.0461 -1.7500 -2.7657  -0.53

For the calculated total energy, the calculation gives -126851.56231 eV. The calculation puts the HOMO energy at -0.288 Eh.